(1)
DFT (ωB97M-V with the def2-TZVPD basis set) results for a 2-piece molecular cluster, C5H11NO2 overall.

As for the energy above the lowest of the compared OMol25 structures with the same formula, charge and spin: 2.169 eV. Its SMILES is C/C(N)=C/O.CC=O. The strongest force on any atom comes out at 2.378 eV/A.

```
! wB97M-V def2-TZVPD RIJCOSX def2/J DEFGRID3
* xyz 0 1
C -0.50 0.96 0.25
C -1.17 -0.14 -0.21
C 2.37 0.49 0.79
C -1.91 -1.07 0.70
C 1.48 -0.28 -0.14
N -1.32 -0.32 -1.58
O -0.15 2.03 -0.53
O 1.56 -0.25 -1.36
H 0.00 1.71 -1.44
H -0.55 1.23 1.30
H 0.93 -1.15 0.35
H -0.46 -0.13 -2.09
H -1.72 -1.21 -1.84
H 2.40 1.53 0.46
H 2.01 0.45 1.81
H 3.37 0.07 0.74
H -2.98 -1.00 0.51
H -1.61 -2.10 0.53
H -1.74 -0.82 1.74
*
```

Let us look at the natural (NBO) charges, expressed in e, one per atom:
1. C 0.016
2. C 0.159
3. C -0.719
4. C -0.648
5. C 0.424
6. N -0.821
7. O -0.688
8. O -0.643
9. H 0.480
10. H 0.191
11. H 0.103
12. H 0.400
13. H 0.379
14. H 0.240
15. H 0.217
16. H 0.241
17. H 0.229
18. H 0.211
19. H 0.228

(2)
DFT (ωB97M-V with the def2-TZVPD basis set) results for a 3-piece molecular cluster, C5H11NO2 overall.

As for the energy above the lowest of the compared OMol25 structures with the same formula, charge and spin: 5.032 eV. The strongest force on any atom comes out at 5.221 eV/A.

```
! wB97M-V def2-TZVPD RIJCOSX def2/J DEFGRID3
* xyz 0 1
C 0.10 0.49 1.58
C -0.67 1.32 -1.55
N -0.46 2.01 -0.43
O -1.27 0.34 1.47
H -1.57 1.12 0.98
H 0.43 2.49 -0.43
H 0.43 -0.32 2.26
H 0.44 1.46 1.95
H -0.05 -0.04 -1.21
H -1.71 1.04 -1.72
H -0.23 1.68 -2.49
C -0.13 -2.19 0.04
C 0.71 -1.04 -0.49
C 1.27 -0.10 0.42
O 2.28 0.55 0.39
H 1.43 -1.33 -1.26
H 0.49 -2.90 0.58
H -0.60 -2.73 -0.78
H -0.90 -1.86 0.73
*
```

Let us look at the natural (NBO) charges, expressed in e, one per atom:
1. C -0.169
2. C -0.210
3. N -0.594
4. O -0.731
5. H 0.495
6. H 0.353
7. H 0.179
8. H 0.188
9. H 0.227
10. H 0.200
11. H 0.197
12. C -0.635
13. C -0.422
14. C 0.561
15. O -0.546
16. H 0.224
17. H 0.218
18. H 0.219
19. H 0.245

(3)
DFT (ωB97M-V with the def2-TZVPD basis set) results for one molecule with the formula C5H11NO2.

As for the energy above the lowest of the compared OMol25 structures with the same formula, charge and spin: 3.410 eV. Its SMILES is C=C(C)[C@](N)(O)OC. The strongest force on any atom comes out at 5.089 eV/A.

```
! wB97M-V def2-TZVPD RIJCOSX def2/J DEFGRID3
* xyz 0 1
C -1.75 -0.45 -1.45
C 0.20 0.73 -0.76
N 0.97 -0.09 -1.58
O -1.11 0.77 -1.13
O 0.73 1.96 -0.54
H 1.17 -1.04 -1.31
H 1.79 0.37 -1.95
H -1.28 -0.91 -2.33
H -2.79 -0.20 -1.66
H -1.72 -1.15 -0.61
C 1.51 -0.48 1.48
C 0.26 0.22 1.04
C -0.87 0.08 1.72
H 0.03 2.13 0.23
H 2.38 0.19 1.41
H 1.43 -0.86 2.51
H 1.74 -1.35 0.85
H -0.92 -0.46 2.66
H -1.79 0.56 1.40
*
```

Let us look at the natural (NBO) charges, expressed in e, one per atom:
1. C -0.264
2. C 0.705
3. N -0.890
4. O -0.543
5. O -0.697
6. H 0.390
7. H 0.394
8. H 0.190
9. H 0.199
10. H 0.179
11. C -0.669
12. C -0.075
13. C -0.457
14. H 0.506
15. H 0.222
16. H 0.212
17. H 0.203
18. H 0.192
19. H 0.200

(4)
DFT (ωB97M-V with the def2-TZVPD basis set) results for a 2-piece molecular cluster, C5H11NO2 overall.

As for the energy above the lowest of the compared OMol25 structures with the same formula, charge and spin: 5.649 eV. Its SMILES is C=C(C)CNO.C=O. The strongest force on any atom comes out at 5.978 eV/A.

```
! wB97M-V def2-TZVPD RIJCOSX def2/J DEFGRID3
* xyz 0 1
C -0.19 -0.29 0.35
C -3.22 -0.20 0.61
C 2.11 -0.66 -0.79
N -0.44 0.82 -0.56
C 1.32 0.05 0.28
C 1.93 0.64 1.31
O -0.61 0.32 -1.90
O -2.89 0.96 0.35
H -0.03 0.86 -2.44
H -1.52 1.16 -0.27
H -0.44 -1.27 -0.06
H -0.58 -0.05 1.33
H -3.73 -0.83 -0.14
H -3.03 -0.67 1.58
H 3.19 -0.58 -0.62
H 1.91 -0.23 -1.77
H 1.86 -1.72 -0.82
H 3.00 0.57 1.45
H 1.38 1.11 2.11
*
```

Let us look at the natural (NBO) charges, expressed in e, one per atom:
1. C -0.315
2. C 0.281
3. C -0.644
4. N -0.330
5. C 0.086
6. C -0.465
7. O -0.613
8. O -0.538
9. H 0.469
10. H 0.378
11. H 0.202
12. H 0.207
13. H 0.131
14. H 0.127
15. H 0.215
16. H 0.212
17. H 0.212
18. H 0.194
19. H 0.189

(5)
DFT (ωB97M-V with the def2-TZVPD basis set) results for a 2-piece molecular cluster, C5H11NO2 overall.

As for the energy above the lowest of the compared OMol25 structures with the same formula, charge and spin: 1.372 eV. Its SMILES is O=CN1CCCC1.O. The strongest force on any atom comes out at 3.112 eV/A.

```
! wB97M-V def2-TZVPD RIJCOSX def2/J DEFGRID3
* xyz 0 1
C -1.12 1.55 -0.16
N -0.71 0.30 -0.92
C -1.33 -0.19 -2.01
O -1.23 -1.35 -2.37
C 0.01 -0.64 -0.04
C 0.08 -0.01 1.33
C -0.71 1.26 1.24
H -2.19 1.68 -0.34
H -0.60 2.38 -0.64
H -2.01 0.50 -2.53
H 0.99 -0.76 -0.51
H -0.53 -1.59 -0.09
H 1.06 0.07 1.83
H -0.21 -0.75 2.09
H -1.55 1.20 1.93
H -0.10 2.11 1.58
H 2.70 -1.62 0.11
H 3.95 -2.46 -0.06
O 3.49 -1.67 -0.43
*
```

Let us look at the natural (NBO) charges, expressed in e, one per atom:
1. C -0.208
2. N -0.423
3. C 0.527
4. O -0.616
5. C -0.233
6. C -0.436
7. C -0.436
8. H 0.204
9. H 0.200
10. H 0.111
11. H 0.201
12. H 0.224
13. H 0.220
14. H 0.220
15. H 0.223
16. H 0.222
17. H 0.462
18. H 0.469
19. O -0.930

(6)
DFT (ωB97M-V with the def2-TZVPD basis set) results for a 2-piece molecular cluster, C5H11NO2 overall.

As for the energy above the lowest of the compared OMol25 structures with the same formula, charge and spin: 5.976 eV. The strongest force on any atom comes out at 0.550 eV/A.

```
! wB97M-V def2-TZVPD RIJCOSX def2/J DEFGRID3
* xyz 0 1
C -0.51 -1.10 0.44
C 0.25 -2.38 0.11
C 1.34 0.27 0.45
O 1.70 0.52 1.56
H 1.79 -0.38 -0.29
H -1.55 -1.19 0.14
H -0.50 -0.86 1.50
H 1.20 -2.45 0.64
H 0.47 -2.44 -0.97
H -0.32 -3.28 0.35
C -0.01 2.39 0.47
C -0.47 0.39 -1.05
O 0.57 1.33 -0.35
N -1.55 1.00 -1.28
H -2.15 0.50 -1.94
H 0.15 -0.22 -1.72
H -0.61 2.99 -0.20
H -0.62 1.95 1.25
H 0.83 2.94 0.89
*
```

Let us look at the natural (NBO) charges, expressed in e, one per atom:
1. C -0.619
2. C -0.643
3. C 0.635
4. O -0.552
5. H 0.159
6. H 0.208
7. H 0.204
8. H 0.201
9. H 0.186
10. H 0.216
11. C -0.266
12. C 0.371
13. O -0.446
14. N -0.839
15. H 0.373
16. H 0.152
17. H 0.237
18. H 0.211
19. H 0.212